The following is a quantum chemistry calculation of a 13-piece molecular cluster, C28H55BN12O24 overall, from the OMol25 dataset.

Geometry as XYZ:
```
120
Properties=species:S:1:pos:R:3:lowdin_charge:R:1
C 4.727 -1.483 1.125 -0.134
C 4.167 -0.075 0.453 -0.172
C 5.073 1.301 0.290 -0.042
C 4.483 2.709 -0.374 -0.059
C 2.917 2.729 -0.859 -0.038
C 2.032 1.360 -0.664 -0.145
C 0.434 1.455 -1.140 -0.153
B -0.009 0.263 -2.183 -0.132
C -1.543 -0.190 -2.565 -0.190
C -2.403 -0.843 -1.330 -0.200
C -2.646 0.154 -0.051 -0.145
C -2.548 -0.395 1.501 -0.004
C -2.756 0.660 2.773 -0.043
C -3.086 2.277 2.503 -0.072
C -3.198 2.851 0.936 -0.052
C -2.963 1.777 -0.285 -0.023
C 2.574 -0.067 -0.047 0.004
H 3.912 -2.322 1.014 0.071
H 4.826 -1.253 2.292 0.093
H 5.788 -1.803 0.732 0.084
H 6.181 1.260 0.678 0.080
H 5.191 3.648 -0.468 0.083
H 2.451 3.705 -1.336 0.073
H -0.183 1.464 -0.122 0.108
H 0.188 2.503 -1.653 0.118
H 0.873 -0.307 -2.753 0.053
H -1.470 -1.039 -3.401 0.104
H -2.179 0.672 -3.041 0.103
H -3.486 -1.156 -1.719 0.126
H -1.845 -1.810 -0.923 0.123
H -2.305 -1.550 1.644 0.059
H -2.646 0.195 3.847 0.062
H -3.224 2.998 3.419 0.071
H -3.446 4.001 0.774 0.067
H -3.000 2.137 -1.401 0.084
H 1.901 -1.026 0.045 0.102
C -2.511 -5.153 3.651 0.038
N -2.450 -3.785 3.069 -0.399
O -1.415 -3.471 2.469 0.041
O -3.442 -3.066 3.230 0.031
H -1.575 -5.672 3.434 0.103
H -2.652 -5.046 4.729 0.054
H -3.354 -5.670 3.189 0.106
C -0.411 3.570 4.684 0.039
N -1.033 4.680 5.455 -0.423
O -0.526 4.965 6.546 0.056
O -2.013 5.233 4.943 0.032
H 0.436 3.177 5.250 0.099
H -1.172 2.799 4.544 0.071
H -0.079 3.978 3.727 0.105
C -3.417 7.312 -1.155 0.054
N -2.662 6.215 -0.492 -0.411
O -2.265 6.418 0.662 0.044
O -2.487 5.182 -1.148 0.018
H -3.495 8.155 -0.465 0.103
H -2.865 7.598 -2.052 0.083
H -4.408 6.926 -1.404 0.104
C 4.162 -2.917 -2.200 0.048
N 3.322 -4.133 -2.371 -0.398
O 3.558 -5.094 -1.629 0.057
O 2.449 -4.088 -3.246 0.021
H 4.884 -3.097 -1.400 0.077
H 4.674 -2.734 -3.147 0.103
H 3.497 -2.091 -1.941 0.081
C 1.972 -0.972 -5.652 0.037
N 3.385 -0.660 -5.302 -0.414
O 4.213 -0.683 -6.219 0.059
O 3.621 -0.401 -4.116 0.034
H 1.911 -1.179 -6.722 0.098
H 1.675 -1.848 -5.072 0.091
H 1.369 -0.100 -5.393 0.095
C 0.586 6.227 -1.983 0.029
N 0.376 7.648 -2.371 -0.405
O 1.249 8.460 -2.044 0.066
O -0.661 7.908 -2.994 0.029
H 1.533 6.145 -1.445 0.086
H -0.248 5.933 -1.343 0.069
H 0.612 5.635 -2.900 0.105
C 0.154 7.881 3.074 0.043
N 0.245 8.125 1.609 -0.413
O 1.170 7.575 1.000 0.047
O -0.615 8.861 1.111 0.044
H 0.969 7.220 3.373 0.096
H 0.238 8.848 3.574 0.104
H -0.814 7.415 3.271 0.092
C -3.140 -2.060 6.263 0.045
N -2.384 -3.156 6.926 -0.391
O -1.988 -2.954 8.079 0.080
O -2.209 -4.190 6.269 0.018
H -3.217 -1.217 6.953 0.101
H -2.587 -1.774 5.365 0.080
H -4.130 -2.446 6.013 0.110
C 2.734 -6.905 -4.987 0.044
N 3.098 -6.744 -6.421 -0.423
O 4.172 -7.233 -6.790 0.053
O 2.296 -6.131 -7.134 0.039
H 3.526 -7.461 -4.481 0.100
H 2.629 -5.906 -4.559 0.066
H 1.791 -7.455 -4.947 0.092
C 6.167 -6.720 1.202 0.042
N 6.228 -5.352 0.620 -0.410
O 7.263 -5.038 0.020 0.056
O 5.236 -4.632 0.781 0.023
H 7.103 -7.238 0.985 0.097
H 6.026 -6.613 2.280 0.102
H 5.323 -7.237 0.740 0.103
C -1.940 -6.188 -4.480 0.037
N -1.184 -7.284 -3.817 -0.428
O -0.788 -7.082 -2.663 0.052
O -1.009 -8.318 -4.474 0.043
H -2.017 -5.345 -3.790 0.094
H -1.387 -5.902 -5.377 0.101
H -2.930 -6.574 -4.730 0.102
C -7.135 2.092 2.062 0.038
N -7.524 1.274 3.242 -0.425
O -6.669 1.103 4.119 0.043
O -8.677 0.826 3.255 0.046
H -6.101 2.419 2.184 0.072
H -7.239 1.462 1.176 0.103
H -7.809 2.951 2.020 0.100
```

LUMO energy	-0.019	Ha
DFT total energy	-3585.76880	Eh
2S+1	1
net charge	0

The following is a quantum chemistry calculation of a 5-piece molecular cluster, C28H55BNO7P overall, from the OMol25 dataset.

Geometry as XYZ:
```
93
Properties=species:S:1:pos:R:3:lowdin_charge:R:1
C 1.649 2.171 5.914 -0.137
C 1.035 1.376 4.654 -0.281
C 0.346 2.384 3.611 -0.211
C -0.559 1.649 2.481 -0.186
C -0.250 0.056 2.378 -0.202
C -0.902 -0.604 1.063 -0.242
C -0.030 -1.811 0.441 -0.257
P 1.695 -1.307 -0.131 0.840
O 1.249 0.359 -0.384 -0.220
B 2.327 1.097 -0.982 -0.727
O 2.627 0.992 -2.397 0.084
O 3.123 2.017 -0.182 0.094
C 2.411 -3.075 0.074 -0.302
C 2.992 -3.803 -1.200 -0.029
C 3.571 -5.206 -0.833 -0.058
C 3.583 -5.839 0.565 -0.135
N 3.021 -5.154 1.672 -0.011
C 2.509 -3.867 1.393 -0.159
H 2.229 3.105 5.587 0.077
H 0.814 2.406 6.656 0.074
H 2.405 1.469 6.412 0.070
H 0.256 0.638 5.064 0.104
H 1.907 0.801 4.178 0.101
H 1.173 3.052 3.156 0.112
H -0.303 3.107 4.242 0.103
H -0.394 2.174 1.467 0.111
H -1.657 1.858 2.759 0.088
H -0.627 -0.462 3.339 0.116
H 0.890 -0.027 2.304 0.081
H -1.905 -1.070 1.409 0.117
H -1.208 0.180 0.273 0.104
H -0.619 -2.176 -0.485 0.110
H -0.054 -2.682 1.183 0.093
H 2.672 -0.873 0.852 0.068
H 2.048 -1.382 -1.539 0.061
H 3.335 1.648 -2.576 0.112
H 3.208 1.566 0.686 0.093
H 3.020 -3.342 -2.236 0.072
H 4.053 -5.811 -1.684 0.083
H 4.054 -6.879 0.699 0.103
H 2.089 -3.308 2.313 0.102
C 4.374 -3.923 -6.584 -0.177
C 5.739 -3.858 -5.935 -0.178
C 5.384 -3.623 -4.480 -0.203
O 4.118 -4.259 -4.253 -0.173
C 3.551 -4.622 -5.520 -0.198
H 4.367 -4.449 -7.541 0.115
H 3.991 -2.910 -6.747 0.115
H 6.248 -4.821 -6.045 0.117
H 6.385 -3.081 -6.346 0.115
H 5.266 -2.555 -4.266 0.118
H 6.129 -4.034 -3.795 0.119
H 3.620 -5.711 -5.617 0.119
H 2.498 -4.335 -5.548 0.115
C -5.510 3.345 0.404 -0.175
C -4.515 3.531 -0.719 -0.175
C -3.226 3.049 -0.081 -0.206
O -3.587 2.043 0.875 -0.160
C -5.010 2.074 1.062 -0.199
H -6.545 3.270 0.067 0.115
H -5.438 4.183 1.106 0.111
H -4.780 2.883 -1.561 0.117
H -4.451 4.557 -1.085 0.116
H -2.722 3.858 0.457 0.119
H -2.529 2.628 -0.811 0.114
H -5.431 1.185 0.579 0.121
H -5.242 2.034 2.128 0.096
C -4.533 2.363 5.079 -0.174
C -4.746 3.784 4.617 -0.182
C -4.015 4.577 5.682 -0.201
O -2.938 3.750 6.144 -0.138
C -3.128 2.420 5.640 -0.197
H -4.642 1.621 4.285 0.103
H -5.244 2.120 5.875 0.119
H -4.266 3.934 3.644 0.108
H -5.798 4.063 4.525 0.117
H -4.666 4.791 6.536 0.117
H -3.617 5.522 5.303 0.118
H -2.382 2.249 4.857 0.090
H -2.965 1.696 6.441 0.121
C -1.167 0.411 -4.234 -0.174
C 0.286 -0.001 -4.159 -0.176
C 0.233 -1.433 -4.653 -0.201
O -0.857 -1.512 -5.582 -0.139
C -1.636 -0.313 -5.481 -0.207
H -1.316 1.491 -4.287 0.114
H -1.706 0.033 -3.358 0.114
H 0.881 0.610 -4.846 0.123
H 0.717 0.090 -3.163 0.077
H 0.026 -2.130 -3.832 0.114
H 1.159 -1.741 -5.146 0.112
H -1.449 0.285 -6.380 0.116
H -2.698 -0.566 -5.446 0.116
```

LUMO energy	0.013	Ha
DFT total energy	-2047.39673	Eh
SMILES string	CCCCCCC[PH2](OB(O)O)c1cccnc1.C1CCOC1.C1CCOC1.C1CCOC1.C1CCOC1
2S+1	1
net charge	0

The following is a quantum chemistry calculation of a 12-piece molecular cluster, C28H56BCl22O4 overall, from the OMol25 dataset.

Geometry as XYZ:
```
111
Properties=species:S:1:pos:R:3:lowdin_charge:R:1
C 6.395 -0.572 2.515 -0.074
C 6.404 -0.234 1.059 -0.145
C 5.029 -0.216 0.107 -0.130
C 3.744 0.457 0.869 -0.254
C 3.592 2.119 0.867 -0.136
O 2.125 2.423 0.792 -0.131
B 1.553 1.087 1.187 -0.790
C -0.074 1.179 0.959 -0.080
O -0.745 -0.139 0.837 -0.309
O -0.138 -1.034 1.598 -0.107
O 2.367 0.174 0.344 -0.076
H 5.987 -1.615 2.905 0.062
H 6.746 0.185 3.344 0.038
H 7.456 -0.008 0.565 0.093
H 4.842 -1.325 -0.220 0.106
H 5.312 0.404 -0.846 0.088
H 3.724 0.024 1.956 0.130
H 3.817 2.450 1.978 0.041
H 4.281 2.500 0.001 0.086
H 1.770 1.092 2.346 0.092
H -0.333 1.817 0.012 0.127
H -0.559 1.756 1.885 0.088
H -0.808 -1.749 1.888 0.121
Cl 6.637 3.278 -1.547 0.584
C 6.803 4.932 -0.909 -0.654
C 5.604 5.802 -1.251 -0.655
Cl 5.512 6.167 -2.992 0.523
H 7.733 5.356 -1.301 0.069
H 6.900 4.844 0.177 0.010
H 5.680 6.762 -0.731 0.071
H 4.663 5.328 -0.953 0.075
Cl -3.174 0.252 -2.615 0.536
C -2.687 -1.096 -1.557 -0.657
C -2.734 -2.435 -2.276 -0.666
Cl -4.401 -2.940 -2.648 0.526
H -3.337 -1.088 -0.677 0.057
H -1.665 -0.886 -1.228 0.059
H -2.302 -3.214 -1.640 0.071
H -2.169 -2.409 -3.214 -0.004
Cl 2.808 -0.775 -3.229 0.545
C 1.968 -2.081 -2.357 -0.654
C 1.476 -3.173 -3.294 -0.648
Cl 0.144 -2.613 -4.337 0.566
H 1.146 -1.636 -1.789 0.068
H 2.686 -2.499 -1.645 0.072
H 1.088 -4.015 -2.712 0.071
H 2.278 -3.545 -3.938 0.064
Cl -2.940 -6.778 -0.517 0.534
C -4.591 -6.498 -1.124 -0.672
C -5.414 -7.776 -1.159 -0.665
Cl -4.834 -8.915 -2.400 0.526
H -4.515 -6.040 -2.115 0.050
H -5.057 -5.774 -0.449 0.050
H -6.454 -7.542 -1.406 0.071
H -5.401 -8.291 -0.193 0.069
Cl -6.405 -4.910 3.434 0.526
C -6.289 -3.253 2.789 -0.736
C -5.364 -3.169 1.585 -0.654
Cl -3.659 -3.433 2.027 0.552
H -5.956 -2.596 3.599 -0.070
H -7.301 -2.953 2.502 -0.023
H -5.424 -2.172 1.139 0.061
H -5.633 -3.902 0.818 0.050
Cl -11.529 0.742 2.062 0.534
C -11.257 -0.855 2.803 -0.714
C -9.825 -1.029 3.281 -0.626
Cl -8.672 -1.134 1.927 0.601
H -11.534 -1.620 2.072 0.052
H -11.944 -0.931 3.652 -0.065
H -9.732 -1.961 3.848 0.082
H -9.513 -0.205 3.930 0.072
Cl 7.605 0.422 -4.011 0.535
C 7.721 2.079 -4.655 -0.689
C 8.646 2.162 -5.859 -0.643
Cl 10.351 1.899 -5.417 0.566
H 8.054 2.736 -3.845 0.021
H 6.709 2.379 -4.943 0.078
H 8.586 3.160 -6.306 0.075
H 8.377 1.430 -6.626 0.070
Cl 12.679 3.279 -9.869 0.529
C 13.592 3.610 -8.376 -0.667
C 12.678 3.928 -7.203 -0.686
Cl 11.855 5.496 -7.397 0.528
H 14.288 4.430 -8.578 0.066
H 14.178 2.713 -8.157 0.071
H 13.265 3.992 -6.281 0.075
H 11.913 3.158 -7.067 -0.005
Cl -14.416 -2.542 2.409 0.569
C -15.448 -2.103 3.792 -0.651
C -15.078 -0.748 4.376 -0.625
Cl -13.494 -0.777 5.190 0.612
H -15.372 -2.898 4.539 0.071
H -16.478 -2.079 3.423 0.073
H -15.815 -0.455 5.130 0.073
H -15.051 0.029 3.607 0.076
Cl 4.054 2.567 4.509 0.599
C 5.609 3.307 4.966 -0.660
C 6.130 4.254 3.897 -0.645
Cl 6.637 3.392 2.423 0.595
H 6.321 2.501 5.172 0.062
H 5.437 3.856 5.896 0.066
H 7.010 4.788 4.269 0.066
H 5.377 4.997 3.614 0.073
Cl -5.629 -0.743 4.570 0.623
C -5.513 0.914 3.926 -0.627
C -4.588 0.997 2.722 -0.641
Cl -2.883 0.733 3.164 0.621
H -5.180 1.570 4.736 0.070
H -6.525 1.213 3.638 0.064
H -4.648 1.995 2.275 0.078
H -4.857 0.265 1.955 0.059
```

LUMO energy	0.049	Ha
DFT total energy	-11550.31549	Eh
2S+1	1
net charge	-1

The following is a quantum chemistry calculation of a 3-piece molecular cluster, C28H56BFO8 overall, from the OMol25 dataset.

Geometry as XYZ:
```
94
Properties=species:S:1:pos:R:3:lowdin_charge:R:1
C 7.257 -0.985 0.480 0.007
C 6.780 0.055 1.464 -0.533
O 7.277 0.209 2.539 0.123
O 5.705 0.800 1.089 -0.015
C 5.525 1.036 -0.321 -0.184
C 4.483 2.139 -0.523 -0.157
C 3.097 1.615 -0.951 -0.193
C 1.922 2.534 -0.552 -0.178
C 1.086 2.032 0.641 -0.154
C -0.415 2.358 0.554 -0.092
C -1.276 1.232 -0.061 -0.223
B -1.209 1.230 -1.661 -0.593
O -1.204 0.031 -2.351 0.171
O -1.237 2.422 -2.326 0.192
O -0.767 -0.057 0.386 0.075
C -1.212 -0.189 1.661 -0.555
O -0.657 -0.787 2.516 0.186
O -2.381 0.469 1.805 0.103
C -2.709 1.131 0.541 -0.323
C -3.311 2.497 0.856 -0.067
C -4.780 2.543 1.214 -0.189
F -5.007 1.945 2.443 -0.032
C -3.586 0.193 -0.291 -0.089
C -4.731 -0.511 0.466 -0.154
C -4.876 -1.959 0.022 -0.244
O -4.788 -2.023 -1.401 -0.075
H 7.951 -1.636 1.006 0.091
H 7.779 -0.524 -0.361 0.088
H 6.426 -1.576 0.094 0.090
H 5.188 0.108 -0.795 0.119
H 6.486 1.317 -0.759 0.123
H 4.851 2.850 -1.267 0.115
H 4.378 2.676 0.423 0.118
H 2.957 0.624 -0.505 0.109
H 3.087 1.475 -2.036 0.108
H 1.277 2.728 -1.414 0.096
H 2.341 3.508 -0.275 0.113
H 1.460 2.512 1.543 0.108
H 1.244 0.964 0.794 0.111
H -0.772 2.619 1.552 0.120
H -0.541 3.256 -0.059 0.127
H -0.338 -0.373 -2.471 0.123
H -0.771 2.384 -3.169 0.120
H -3.173 3.162 -0.005 0.145
H -2.763 2.919 1.699 0.128
H -5.108 3.583 1.287 0.122
H -5.408 2.046 0.472 0.107
H -4.002 0.748 -1.140 0.144
H -2.949 -0.579 -0.726 0.116
H -5.676 0.009 0.296 0.106
H -4.540 -0.496 1.541 0.120
H -5.843 -2.347 0.360 0.119
H -4.090 -2.567 0.486 0.123
H -5.252 -2.807 -1.705 0.081
C -6.506 -2.854 -6.538 -0.112
C -5.074 -2.762 -7.058 -0.271
C -4.042 -3.368 -6.108 -0.227
C -3.959 -2.694 -4.737 -0.228
C -3.659 -1.198 -4.769 -0.259
C -2.312 -0.859 -5.400 -0.110
H -6.631 -2.305 -5.604 0.064
H -7.212 -2.438 -7.258 0.068
H -6.787 -3.894 -6.357 0.074
H -4.827 -1.717 -7.262 0.097
H -5.010 -3.282 -8.017 0.103
H -3.060 -3.340 -6.588 0.100
H -4.274 -4.428 -5.962 0.109
H -3.185 -3.196 -4.147 0.113
H -4.896 -2.852 -4.195 0.089
H -3.674 -0.826 -3.743 0.089
H -4.454 -0.667 -5.301 0.102
H -1.502 -1.349 -4.857 0.068
H -2.133 0.217 -5.366 0.066
H -2.257 -1.168 -6.446 0.065
C 3.272 1.650 4.131 -0.110
C 4.562 1.199 4.799 -0.263
C 4.785 -0.305 4.701 -0.231
C 3.731 -1.171 5.395 -0.223
C 3.553 -0.892 6.886 -0.271
C 4.813 -1.147 7.708 -0.114
H 2.390 1.207 4.597 0.069
H 3.161 2.736 4.181 0.070
H 3.279 1.358 3.080 0.059
H 4.570 1.520 5.846 0.100
H 5.405 1.699 4.317 0.101
H 5.775 -0.538 5.102 0.103
H 4.824 -0.580 3.643 0.097
H 4.004 -2.223 5.261 0.109
H 2.766 -1.048 4.894 0.102
H 2.747 -1.526 7.264 0.103
H 3.222 0.140 7.037 0.097
H 5.143 -2.183 7.601 0.073
H 4.634 -0.962 8.769 0.067
H 5.635 -0.501 7.397 0.064
```

LUMO energy	0.002	Ha
DFT total energy	-1827.23193	Eh
SMILES string	CC(=O)OCCCCCC[C@@]1(B(O)O)OC(=O)O[C@]1(CCF)CCCO.CCCCCC.CCCCCC
2S+1	1
net charge	0

no.,maximum force (eV/Å)
1,5.6
2,6.0
3,6.0
4,0.7